No. 1
ORCA calculation (ωB97M-V with the def2-TZVPD basis set) on a 4-piece molecular cluster, C47H56BrFIN2O12 overall in a non-equilibrium geometry.

Orbital gap   4.90 eV
F_max   1.6 eV/A
Net charge   -1
Calculated total energy   -5808.4931 a.u.

Geometry (Å):
1 C 8.536 2.844 1.079
2 C 7.322 2.244 0.372
3 C 7.542 0.781 -0.067
4 C 6.676 -0.224 0.693
5 C 6.258 -1.446 -0.163
6 C 4.807 -1.333 -0.676
7 C 3.829 -2.179 0.123
8 C 3.534 -1.643 1.518
9 C 2.461 -2.496 2.231
10 C 1.216 -1.733 2.681
11 C 0.554 -0.868 1.608
12 C -0.613 -1.529 0.839
13 C -1.128 -0.512 -0.159
14 O -1.638 0.641 0.558
15 C -1.677 1.809 -0.169
16 I -2.647 3.191 1.260
17 C -2.574 1.790 -1.415
18 C -1.954 1.302 -2.734
19 C -1.342 2.383 -3.631
20 N -1.127 1.832 -4.982
21 C 0.237 1.335 -5.184
22 C 0.345 -0.123 -4.817
23 C -0.696 -1.009 -5.121
24 C -0.609 -2.367 -4.794
25 C 0.528 -2.866 -4.160
26 C 1.573 -1.996 -3.847
27 C 1.477 -0.637 -4.162
28 O 2.535 0.212 -3.821
29 C -0.236 2.312 -0.404
30 C -0.069 3.783 -0.511
31 O -0.547 4.515 -1.288
32 F 0.782 4.251 0.397
33 N -1.614 -1.948 1.824
34 C -2.978 -2.041 1.372
35 C -3.200 -3.094 0.327
36 O -3.531 -2.915 -0.780
37 Br -3.060 -4.910 1.026
38 C 0.050 -2.687 0.039
39 O 0.101 -3.802 0.572
40 O 0.569 -2.297 -1.039
41 H 8.260 3.797 1.522
42 H 9.363 2.993 0.394
43 H 8.832 2.190 1.893
44 H 6.483 2.328 1.055
45 H 7.087 2.857 -0.495
46 H 8.590 0.545 0.095
47 H 7.353 0.709 -1.134
48 H 5.775 0.261 1.047
49 H 7.216 -0.577 1.570
50 H 6.378 -2.366 0.397
51 H 6.899 -1.453 -1.039
52 H 4.787 -1.703 -1.698
53 H 4.498 -0.290 -0.700
54 H 4.233 -3.183 0.243
55 H 2.883 -2.300 -0.403
56 H 3.237 -0.597 1.462
57 H 4.445 -1.665 2.117
58 H 2.198 -3.342 1.607
59 H 2.919 -2.913 3.128
60 H 1.520 -1.076 3.494
61 H 0.517 -2.445 3.110
62 H 0.212 0.059 2.065
63 H 1.274 -0.590 0.844
64 H -1.919 -0.899 -0.797
65 H -0.293 -0.271 -0.803
66 H -3.440 1.175 -1.190
67 H -2.941 2.798 -1.575
68 H -1.190 0.551 -2.569
69 H -2.725 0.830 -3.330
70 H -0.398 2.731 -3.218
71 H -2.001 3.246 -3.673
72 H -1.286 2.588 -5.635
73 H 0.467 1.428 -6.247
74 H 0.994 1.920 -4.670
75 H -1.585 -0.618 -5.590
76 H -1.435 -3.022 -5.024
77 H 0.621 -3.901 -3.883
78 H 2.448 -2.375 -3.347
79 H 2.568 0.263 -2.861
80 H 0.208 1.828 -1.268
81 H 0.325 1.975 0.462
82 H -1.550 -1.355 2.638
83 H -3.414 -1.101 1.025
84 H -3.584 -2.366 2.217
85 C -0.543 0.819 -9.526
86 C 0.278 0.220 -10.385
87 C 1.003 0.994 -11.423
88 O 1.748 0.451 -12.211
89 C 0.783 2.462 -11.464
90 C -0.036 3.062 -10.605
91 C -0.765 2.286 -9.569
92 O -1.510 2.830 -8.783
93 H -1.080 0.276 -8.758
94 H 0.457 -0.847 -10.370
95 H 1.325 3.006 -12.227
96 H -0.212 4.130 -10.615
97 C -3.439 -0.290 6.757
98 C -2.200 -0.487 6.315
99 C -1.767 0.004 4.981
100 O -0.638 -0.179 4.580
101 C -2.770 0.727 4.157
102 C -4.009 0.923 4.599
103 C -4.437 0.433 5.929
104 O -5.571 0.617 6.332
105 H -3.778 -0.639 7.725
106 H -1.452 -1.011 6.897
107 H -2.446 1.083 3.184
108 H -4.755 1.447 4.013
109 C -7.732 -1.134 11.683
110 C -6.492 -1.336 11.249
111 C -6.057 -0.846 9.916
112 O -4.924 -1.034 9.523
113 C -7.051 -0.122 9.085
114 C -8.292 0.077 9.525
115 C -8.731 -0.410 10.855
116 O -9.860 -0.227 11.259
117 H -8.074 -1.482 12.650
118 H -5.747 -1.860 11.834
119 H -6.708 0.225 8.116
120 H -9.036 0.601 8.939

Cartesian forces (eV/Å) of the 2 atoms listed first:
-0.58 -0.02 0.04
0.51 0.01 -0.01


No. 2
ORCA calculation (ωB97M-V with the def2-TZVPD basis set) on an isolated ion of composition C3H6Br2N3 and charge +1 in a non-equilibrium geometry.

Orbital gap   9.65 eV
F_max   5.2 eV/A
Net charge   +1
Energy relative to the best compared isomer or geometry (same formula, charge and spin)   36.2 kcal/mol
Calculated total energy   -5429.8373 a.u.
SMILES   C[N@H+]1N=CN(Br)[C@@H]1Br

Geometry (Å):
1 C 1.590 -0.081 -0.672
2 N 0.610 -0.540 0.298
3 N 0.501 0.583 1.296
4 C -0.660 1.126 1.198
5 N -1.461 0.553 0.266
6 Br -3.109 1.041 -0.411
7 C -0.702 -0.632 -0.310
8 Br -1.746 -2.406 0.086
9 H 1.723 -0.949 -1.438
10 H 1.242 0.783 -1.203
11 H 2.539 0.274 -0.293
12 H 0.916 -1.221 0.890
13 H -0.940 2.003 1.739
14 H -0.503 -0.533 -1.447

Cartesian forces (eV/Å) of the 2 atoms listed first:
1.45 -1.86 -2.80
-1.45 5.01 0.12


No. 3
ORCA calculation (ωB97M-V with the def2-TZVPD basis set) on a 4-piece molecular cluster, C22H37BrN3O12 overall in a non-equilibrium geometry.

Orbital gap   7.42 eV
F_max   2.2 eV/A
Net charge   -1
Calculated total energy   -4501.6543 a.u.

Geometry (Å):
1 C -0.465 -2.317 -0.722
2 C -1.219 -1.426 -0.454
3 N -2.115 -0.626 0.203
4 C -3.155 -0.192 -0.757
5 C -3.731 -1.328 -1.641
6 C -4.323 -2.491 -0.885
7 N -3.537 -3.286 -0.020
8 O -5.492 -2.778 -1.059
9 C -1.367 0.518 0.878
10 Br -2.432 2.215 0.815
11 N -1.081 0.356 2.247
12 C -0.458 -0.661 2.697
13 C -0.943 -2.086 2.677
14 C 0.849 -0.463 3.407
15 C -0.072 0.821 0.017
16 O 1.045 0.527 0.474
17 O -0.322 1.367 -1.090
18 H 0.353 -2.923 -1.008
19 H -4.023 0.188 -0.232
20 H -2.769 0.544 -1.457
21 H -3.043 -1.623 -2.428
22 H -4.577 -0.867 -2.142
23 H -3.445 -2.790 0.863
24 H -4.102 -4.106 0.173
25 H -0.993 -2.409 3.719
26 H -1.956 -2.140 2.296
27 H -0.287 -2.767 2.143
28 H 0.988 0.603 3.555
29 H 1.664 -0.795 2.772
30 H 0.857 -0.933 4.393
31 C 5.231 -2.666 1.980
32 C 4.863 -4.030 1.443
33 O 5.177 -5.065 2.392
34 C 4.291 -5.226 3.370
35 O 3.270 -4.612 3.516
36 O 4.740 -6.191 4.180
37 C 3.909 -6.428 5.316
38 H 6.275 -2.651 2.298
39 H 5.081 -1.899 1.221
40 H 4.623 -2.413 2.848
41 H 5.448 -4.254 0.553
42 H 3.812 -4.078 1.162
43 H 2.878 -6.604 5.017
44 H 3.962 -5.585 6.004
45 H 4.295 -7.316 5.808
46 C 1.242 4.308 -0.779
47 C 1.399 3.743 0.612
48 O 2.263 4.584 1.424
49 C 1.704 5.658 1.945
50 O 0.559 6.012 1.836
51 O 2.649 6.324 2.638
52 C 2.191 7.543 3.210
53 H 2.221 4.478 -1.235
54 H 0.674 3.611 -1.393
55 H 0.721 5.268 -0.759
56 H 1.879 2.769 0.564
57 H 0.435 3.604 1.097
58 H 1.294 7.385 3.806
59 H 1.996 8.279 2.430
60 H 2.987 7.909 3.854
61 C -0.454 1.022 -5.460
62 C -1.464 1.650 -4.526
63 O -2.551 2.250 -5.262
64 C -3.486 1.413 -5.682
65 O -3.525 0.224 -5.501
66 O -4.401 2.119 -6.362
67 C -5.445 1.326 -6.921
68 H -0.115 1.750 -6.201
69 H 0.406 0.662 -4.896
70 H -0.890 0.184 -6.004
71 H -1.000 2.454 -3.962
72 H -1.843 0.929 -3.804
73 H -5.908 0.696 -6.165
74 H -5.059 0.714 -7.735
75 H -6.188 2.016 -7.314

Cartesian forces (eV/Å) of the 2 atoms listed first:
0.61 0.05 -0.39
-0.38 -0.36 1.32


No. 4
ORCA calculation (ωB97M-V with the def2-TZVPD basis set) on a 14-piece molecular cluster, C44H68Cl20O12P overall in a non-equilibrium geometry.

Orbital gap (spin up / spin down)   2.24 / 4.44 eV
F_max   4.2 eV/A
Calculated total energy   -12165.2446 a.u.
Spin multiplicity   2

Geometry (Å):
1 C -1.459 2.873 5.318
2 C -0.123 2.166 4.901
3 C -0.005 1.968 3.424
4 C -0.864 0.874 2.698
5 P -0.610 0.760 0.868
6 C -0.952 2.435 0.248
7 C -2.206 3.176 0.748
8 C -2.172 4.686 0.439
9 C -2.522 5.044 -1.030
10 C 1.103 0.061 0.474
11 C 1.323 0.165 -0.998
12 C 2.654 -0.333 -1.476
13 C 2.896 -0.192 -3.040
14 C -1.897 -0.373 0.163
15 C -1.817 -1.789 0.710
16 C -2.807 -2.855 0.137
17 C -2.601 -3.077 -1.366
18 H -2.351 2.450 4.857
19 H -1.418 3.944 5.119
20 H -1.515 2.748 6.399
21 H -0.032 1.243 5.475
22 H 0.727 2.759 5.238
23 H 1.022 1.710 3.165
24 H -0.052 2.936 2.925
25 H -1.906 0.975 3.002
26 H -0.549 -0.101 3.068
27 H -0.948 2.296 -0.833
28 H -0.096 3.062 0.501
29 H -2.288 3.129 1.834
30 H -3.121 2.761 0.327
31 H -1.230 5.130 0.759
32 H -3.023 5.120 0.963
33 H -2.751 6.104 -1.141
34 H -3.314 4.357 -1.327
35 H -1.762 4.836 -1.783
36 H 1.069 -0.997 0.733
37 H 1.798 0.671 1.052
38 H 1.253 1.173 -1.407
39 H 0.537 -0.352 -1.548
40 H 2.564 -1.373 -1.164
41 H 3.454 0.179 -0.942
42 H 3.906 -0.570 -3.197
43 H 2.864 0.791 -3.509
44 H 2.291 -0.731 -3.769
45 H -1.898 -0.348 -0.927
46 H -2.854 0.102 0.379
47 H -1.856 -1.825 1.799
48 H -0.830 -2.192 0.484
49 H -3.861 -2.710 0.373
50 H -2.686 -3.826 0.618
51 H -1.550 -3.330 -1.509
52 H -2.850 -2.184 -1.939
53 H -3.105 -3.994 -1.673
54 C -5.206 -1.815 6.012
55 C -4.782 -2.893 5.320
56 C -4.101 -2.775 3.956
57 O -3.780 -3.712 3.160
58 C -4.124 -1.391 3.490
59 C -4.439 -0.353 4.288
60 C -4.971 -0.458 5.672
61 O -5.319 0.547 6.376
62 O -4.379 0.895 3.763
63 O -5.087 -4.181 5.680
64 H -5.793 -2.143 6.857
65 H -3.770 -1.334 2.471
66 H -4.885 1.472 4.341
67 H -4.977 -4.767 4.928
68 C 7.026 2.580 -3.937
69 C 7.456 3.654 -3.299
70 C 6.562 4.792 -2.877
71 O 6.876 5.814 -2.208
72 C 5.172 4.585 -3.451
73 C 4.794 3.539 -4.241
74 C 5.688 2.405 -4.460
75 O 5.388 1.294 -4.967
76 O 3.600 3.366 -4.856
77 O 8.789 3.674 -2.805
78 H 7.794 1.860 -4.180
79 H 4.444 5.374 -3.331
80 H 3.787 2.729 -5.549
81 H 8.797 4.448 -2.238
82 C 9.220 -0.790 -2.014
83 C 9.998 0.134 -1.343
84 C 9.348 1.264 -0.625
85 O 9.921 2.149 -0.061
86 C 7.880 1.370 -0.608
87 C 7.128 0.535 -1.390
88 C 7.727 -0.585 -2.186
89 O 7.040 -1.250 -2.967
90 O 5.747 0.600 -1.379
91 O 11.325 0.011 -1.143
92 H 9.607 -1.737 -2.359
93 H 7.319 2.031 0.035
94 H 5.348 0.167 -2.138
95 H 11.809 0.775 -0.820
96 C -5.133 -6.562 -1.356
97 Cl -5.921 -8.070 -2.092
98 Cl -4.919 -6.685 0.392
99 H -4.155 -6.395 -1.808
100 H -5.797 -5.726 -1.574
101 C -7.852 -3.634 -1.755
102 Cl -8.826 -5.052 -1.216
103 Cl -6.565 -3.502 -0.616
104 H -7.505 -3.716 -2.785
105 H -8.476 -2.742 -1.713
106 C 2.071 -5.254 -1.755
107 Cl 3.677 -5.775 -0.993
108 Cl 1.263 -4.006 -0.818
109 H 2.347 -4.663 -2.629
110 H 1.507 -6.163 -1.964
111 C -5.340 -3.911 -5.616
112 Cl -3.902 -4.104 -6.638
113 Cl -4.860 -4.084 -3.897
114 H -5.815 -2.947 -5.796
115 H -5.966 -4.701 -6.032
116 C 3.303 -2.556 -6.269
117 Cl 3.987 -3.111 -4.761
118 Cl 3.818 -0.902 -6.475
119 H 3.615 -3.142 -7.133
120 H 2.227 -2.540 -6.097
121 C -0.003 1.876 -4.582
122 Cl -1.099 2.919 -3.623
123 Cl -0.162 0.218 -3.978
124 H -0.220 1.854 -5.650
125 H 1.042 2.154 -4.445
126 C 3.821 -0.674 3.890
127 Cl 4.102 0.484 2.606
128 Cl 2.141 -1.305 3.830
129 H 4.488 -1.510 3.683
130 H 3.989 -0.243 4.877
131 C -0.953 -1.362 7.798
132 Cl -0.515 0.290 8.285
133 Cl -1.064 -1.499 5.994
134 H -0.263 -2.105 8.197
135 H -1.906 -1.534 8.298
136 C -5.390 0.674 -1.787
137 Cl -3.844 1.428 -2.049
138 Cl -6.346 1.761 -0.830
139 H -5.842 0.603 -2.776
140 H -5.353 -0.360 -1.442
141 C -5.063 5.074 5.233
142 Cl -4.841 3.391 5.626
143 Cl -4.227 5.427 3.629
144 H -6.118 5.260 5.030
145 H -4.721 5.712 6.048

Cartesian forces (eV/Å) of the 2 atoms listed first:
1.25 -0.45 0.27
-1.34 0.26 0.76


No. 5
ORCA calculation (ωB97M-V with the def2-TZVPD basis set) on a 2-piece molecular cluster, C2H5OS overall in a non-equilibrium geometry.

Orbital gap   7.66 eV
F_max   4.3 eV/A
Net charge   -1
Energy relative to the best compared isomer or geometry (same formula, charge and spin)   19.8 kcal/mol
Calculated total energy   -552.6259 a.u.

Geometry (Å):
1 S 1.312 1.624 -0.441
2 H 0.421 1.908 0.544
3 C -1.820 -1.759 0.700
4 C -0.893 -0.760 0.589
5 O -0.075 -1.047 -0.464
6 H -2.278 -1.779 1.701
7 H -1.723 -2.664 0.182
8 H -1.075 0.245 1.070
9 H 0.540 -0.193 -0.472

Cartesian forces (eV/Å) of the 2 atoms listed first:
-0.13 0.21 0.35
0.30 0.05 -0.27


No. 6
ORCA calculation (ωB97M-V with the def2-TZVPD basis set) on C25H15F8KN2O3Sb as an isolated structure.

Orbital gap   7.35 eV
F_max   0.4 eV/A
Net charge   -1
Energy relative to the best compared isomer or geometry (same formula, charge and spin)   0.0 kcal/mol
Calculated total energy   -2936.1092 a.u.

Geometry (Å):
1 K -0.625 1.548 -3.057
2 N -4.974 -0.293 -1.761
3 N -4.579 0.242 -2.997
4 C -3.460 1.100 -3.067
5 O -2.959 1.200 -4.221
6 O -3.054 1.661 -2.022
7 H -4.579 -1.216 -1.615
8 H -5.983 -0.352 -1.731
9 H -4.628 -0.369 -3.799
10 F 6.078 -0.543 -4.555
11 C 4.908 -0.336 -3.916
12 C 4.491 0.947 -3.613
13 F 5.258 1.989 -3.976
14 C 3.302 1.155 -2.948
15 F 2.918 2.427 -2.687
16 C 2.436 0.109 -2.538
17 O 1.345 0.319 -1.906
18 C 2.909 -1.180 -2.893
19 F 2.158 -2.245 -2.552
20 C 4.101 -1.400 -3.550
21 F 4.496 -2.650 -3.839
22 F -5.085 -0.802 4.557
23 C -4.122 -0.752 3.603
24 C -2.872 -1.258 3.896
25 C -1.887 -1.200 2.918
26 C -2.153 -0.650 1.665
27 C -3.432 -0.152 1.407
28 C -4.424 -0.197 2.378
29 Sb -0.749 -0.404 0.035
30 C -0.115 1.520 0.784
31 C 0.312 1.543 2.115
32 C 0.704 2.710 2.751
33 C 0.654 3.886 2.031
34 F 1.025 5.044 2.627
35 C 0.234 3.913 0.723
36 C -0.147 2.729 0.095
37 C 0.893 -1.489 0.886
38 C 0.724 -2.810 1.298
39 C 1.801 -3.571 1.737
40 C 3.051 -2.990 1.746
41 F 4.108 -3.724 2.171
42 C 3.264 -1.692 1.330
43 C 2.177 -0.944 0.897
44 H -2.683 -1.680 4.875
45 H -0.900 -1.584 3.146
46 H -3.660 0.281 0.435
47 H -5.418 0.192 2.196
48 H 0.345 0.622 2.684
49 H 1.037 2.715 3.781
50 H 0.210 4.855 0.190
51 H -0.467 2.849 -0.931
52 H -0.262 -3.260 1.270
53 H 1.683 -4.598 2.058
54 H 4.267 -1.285 1.339
55 H 2.327 0.068 0.544

Cartesian forces (eV/Å) of the 2 atoms listed first:
-0.04 -0.10 -0.20
0.03 0.02 -0.04